The following is a quantum chemistry calculation of a molecular structure, C25H14Cl5IrNO4S2, from OMol25.

XYZ file:
```
52
Properties=species:S:1:pos:R:3
Ir 1.15 -1.04 -1.05
Cl -0.33 -4.16 -0.11
C 0.95 -4.24 -1.24
C 1.54 -3.05 -1.68
C 2.59 -3.14 -2.63
Cl 3.30 -1.67 -3.11
C 3.03 -4.34 -3.15
Cl 4.26 -4.38 -4.32
C 2.43 -5.53 -2.68
Cl 2.95 -7.01 -3.26
C 1.38 -5.48 -1.71
Cl 0.67 -6.90 -1.14
O -0.54 3.38 0.68
C 0.27 2.93 -0.09
N 0.54 1.62 -0.34
S 1.72 1.45 -1.39
O 2.79 0.64 -0.79
O 1.15 0.70 -2.54
C 2.05 3.13 -1.73
C 2.92 3.75 -2.61
C 2.84 5.13 -2.70
C 1.94 5.85 -1.92
C 1.08 5.21 -1.03
C 1.14 3.83 -0.95
H 3.62 3.18 -3.21
H 3.49 5.66 -3.39
H 1.89 6.92 -2.01
H 0.37 5.76 -0.42
O 0.58 -1.13 1.04
S -0.64 -1.65 1.81
C -0.92 -0.57 3.21
C -1.16 -1.20 4.42
C -1.53 -0.42 5.51
C -1.63 0.96 5.37
C -1.36 1.57 4.15
C -1.01 0.81 3.05
C -2.07 -1.20 0.79
C -1.92 -1.06 -0.58
C -2.99 -0.70 -1.37
C -4.23 -0.51 -0.78
C -4.39 -0.68 0.59
C -3.31 -1.04 1.38
H -1.07 -2.27 4.52
H -1.74 -0.89 6.46
H -1.90 1.57 6.22
H -1.44 2.65 4.03
H -0.82 1.29 2.11
H -0.93 -1.23 -1.04
H -2.86 -0.57 -2.44
H -5.08 -0.24 -1.40
H -5.36 -0.53 1.04
H -3.44 -1.17 2.45
```

Results
ΔE to the lowest compared entry with this formula, charge and spin	59.9	kcal per mole
E_LUMO (spin up / spin down)	-0.2463 / -0.3858	Eh
multiplicity	6
charge	+2
DFT total energy	-122929.9391	eV
Kohn-Sham gap (spin up / spin down)	7.81 / 4.01	eV
E_HOMO (spin up / spin down)	-14.51 / -14.51	eV

natural (NBO) atomic charge list, values in e, 8 entries:
1 Ir 1.611
2 Cl 0.093
3 C -0.038
4 C -0.273
5 C -0.046
6 Cl 0.189
7 C -0.134
8 Cl 0.171